# C30H25ClInO3P

A structure of composition C30H25ClInO3P (wB97M-V/def2-TZVPD, the OMol25 dataset).

Total energy in eV: -64643.35885
Net charge: 0
Orbital gap in eV: 7.705
LUMO level in eV: -0.09

Element x y z (Å)
In  0.20  -0.37  0.77
Cl  2.19  0.81  0.93
P  0.22  -0.24  -1.58
O  -0.06  0.84  2.46
O  1.42  2.40  4.20
O  -2.27  0.91  2.63
C  0.48  2.36  6.35
C  3.44  -2.78  -3.65
C  -3.93  -1.40  -3.15
C  0.61  -2.78  0.74
C  3.74  -2.07  -2.50
C  1.45  -1.30  -2.34
C  0.37  -1.72  2.80
C  -2.22  0.25  -2.76
C  -1.78  1.65  6.75
C  -0.93  1.64  4.46
C  0.33  2.13  4.94
C  1.15  -2.01  -3.51
C  1.33  -2.24  1.87
C  0.25  2.55  -1.43
C  2.14  -2.75  -4.16
C  1.06  1.52  -3.46
C  -0.56  2.12  7.22
C  -3.48  -0.09  -3.22
C  -1.95  1.42  5.39
C  2.76  -1.33  -1.84
C  -1.38  -0.73  -2.21
C  0.55  1.39  -2.17
C  0.96  3.93  -3.29
C  -1.15  1.13  3.04
C  -0.80  -2.56  0.97
C  -0.94  -1.89  2.24
C  1.26  2.78  -4.02
C  -1.84  -2.05  -2.13
C  -3.11  -2.38  -2.60
C  0.46  3.81  -1.99
H  -4.92  -1.67  -3.51
H  -4.12  0.68  -3.64
H  -3.45  -3.42  -2.53
H  -0.42  2.29  8.29
H  -1.62  -2.81  0.29
H  -1.87  -1.52  2.66
H  -2.60  1.46  7.45
H  1.35  2.37  3.22
H  4.76  -2.08  -2.10
H  1.30  0.63  -4.04
H  -1.20  -2.83  -1.70
H  1.66  2.86  -5.03
H  0.14  -1.99  -3.92
H  1.89  -3.30  -5.06
H  4.20  -3.36  -4.16
H  3.00  -0.76  -0.95
H  0.60  -1.22  3.75
H  -2.92  1.02  5.04
H  -0.14  2.47  -0.42
H  -1.87  1.28  -2.82
H  1.07  -3.23  -0.15
H  1.44  2.73  6.72
H  2.41  -2.17  1.96
H  1.12  4.91  -3.72
H  0.23  4.70  -1.42

---

# C30H25N6O13

A cluster of 6 separate species, C30H25N6O13 in total (wB97M-V/def2-TZVPD, the OMol25 dataset).

Total energy in eV: -67039.01143
Net charge: -1
Orbital gap in eV: 6.651
LUMO level in eV: 0.60

Element x y z (Å)
O  -2.65  -6.33  -2.32
O  -4.38  -1.42  4.01
O  1.32  5.70  6.58
O  5.23  1.69  -4.44
O  -1.49  0.08  0.54
O  -0.27  -0.92  -1.04
O  -1.25  6.38  -5.85
O  -1.37  -7.98  -3.07
O  -0.03  -1.35  1.08
O  4.38  1.23  -2.34
O  -3.10  6.69  -4.76
O  1.86  6.50  4.58
O  -2.60  -0.24  3.69
N  4.27  1.47  -3.63
N  -3.17  -1.17  4.24
N  1.49  5.61  5.31
N  -2.12  5.97  -5.01
N  -0.61  -0.76  0.16
N  -1.55  -6.87  -2.59
C  -0.35  4.40  -3.81
C  -1.85  4.92  -4.00
C  -1.67  -4.56  6.03
C  2.55  2.06  -5.49
C  1.11  1.84  -6.14
C  1.77  0.73  -3.38
C  2.92  1.37  -4.23
C  0.49  1.79  3.24
C  0.25  3.00  2.59
C  1.14  4.28  4.72
C  -1.22  2.97  -1.84
C  0.02  3.45  -2.69
C  0.77  -4.31  -0.44
C  -2.26  -2.20  4.71
C  -2.72  -3.50  5.61
C  1.16  3.03  5.48
C  2.28  -6.17  -1.43
C  -0.33  -4.50  5.63
C  -0.76  -2.22  4.38
C  0.77  1.68  4.76
C  2.12  -5.06  -0.54
C  -2.47  3.40  -2.02
C  1.12  -6.74  -2.31
C  0.38  0.56  -4.12
C  0.48  4.30  3.29
C  -0.29  -6.21  -1.97
C  -0.46  -5.00  -0.97
C  0.16  0.96  -5.41
C  0.19  -3.25  4.94
C  -2.98  4.35  -3.09
H  0.83  -3.45  0.26
H  0.31  -5.32  6.09
H  -0.68  0.70  -5.74
H  -0.22  -1.27  3.99
H  1.89  0.07  -2.39
H  0.82  2.01  -7.09
H  -0.57  0.13  -3.62
H  -1.40  -4.27  -0.71
H  -4.13  4.77  -3.19
H  0.49  0.97  2.66
H  0.14  5.27  2.94
H  3.06  -4.84  -0.07
H  -1.72  -5.49  6.50
H  -0.11  2.99  1.52
H  3.30  2.64  -6.04
H  1.01  2.85  -2.29
H  -3.80  -3.66  5.66
H  0.34  4.80  -4.46
H  1.41  3.03  6.58
H  1.40  -3.19  4.56
H  -1.09  2.04  -1.11
H  -3.23  2.89  -1.42
H  1.37  -7.54  -2.78
H  3.38  -6.46  -1.47
H  0.91  0.65  5.01

---

# C30H25P2S2V

A structure of composition C30H25P2S2V (wB97M-V/def2-TZVPD, the OMol25 dataset).

Total energy in eV: -97437.89513
Net charge: +2
Orbital gap (spin up / spin down) in eV: 6.956 / 6.984
LUMO level (spin up / spin down) in eV: -7.89 / -7.86

Element x y z (Å)
V  0.40  2.60  0.01
S  0.73  2.30  -2.22
S  -1.83  2.22  0.60
P  0.77  0.35  -1.52
P  -1.02  0.42  1.10
C  4.50  -1.02  -0.77
C  -1.61  0.00  3.74
C  0.00  0.05  5.52
C  0.47  4.20  1.57
C  -1.72  -2.23  1.16
C  -1.35  -2.80  -2.87
C  -3.61  -3.15  0.00
C  3.98  -1.49  -3.09
C  -3.93  -1.90  -0.50
C  -2.37  -0.82  -3.81
C  2.73  -0.92  -2.93
C  2.12  4.07  0.00
C  -0.59  0.26  2.82
C  0.01  4.87  0.40
C  2.36  -0.40  -1.68
C  -3.15  -0.80  -0.19
C  1.02  0.30  4.61
C  0.72  0.42  3.26
C  3.25  -0.45  -0.61
C  -0.42  -2.02  -2.21
C  0.45  0.75  0.17
C  -1.31  -0.10  5.09
C  -2.50  -3.32  0.82
C  -0.46  -0.63  -2.36
C  1.78  3.73  1.33
C  1.02  4.79  -0.56
C  -1.45  -0.03  -3.14
C  -2.32  -2.20  -3.67
C  -2.04  -0.97  0.65
C  4.86  -1.54  -2.01
H  4.27  -1.89  -4.05
H  -0.96  5.33  0.28
H  1.52  0.60  2.55
H  0.23  -0.04  6.57
H  0.35  -2.49  -1.62
H  2.04  -0.90  -3.77
H  -3.04  -2.82  -4.19
H  -4.80  -1.77  -1.13
H  -1.32  -3.87  -2.77
H  5.18  -1.07  0.06
H  -3.40  0.17  -0.58
H  0.98  5.18  -1.57
H  -2.64  -0.13  3.42
H  -2.10  -0.30  5.80
H  -2.26  -4.30  1.22
H  2.04  0.40  4.95
H  -0.87  -2.36  1.82
H  2.96  -0.05  0.36
H  -3.12  -0.36  -4.44
H  -0.10  4.06  2.48
H  -1.48  1.05  -3.26
H  2.40  3.18  2.03
H  3.03  3.81  -0.51
H  5.84  -1.98  -2.14
H  -4.23  -4.00  -0.23

---

# C30H26Br2N6O4S2Zr

A structure of composition C30H26Br2N6O4S2Zr (wB97M-V/def2-TZVPD, the OMol25 dataset).

Total energy in eV: -211690.03949
Net charge: +2
Orbital gap in eV: 7.517
LUMO level in eV: -5.53

Element x y z (Å)
Zr  -0.03  -0.97  -0.03
Br  -1.61  -4.06  3.66
Br  -4.42  -6.69  -0.45
S  3.79  -3.29  -0.13
S  2.25  0.30  -0.14
O  1.16  1.00  0.58
O  -1.50  0.36  -0.59
O  -0.75  -2.23  1.28
O  1.75  -0.05  -1.49
N  7.29  3.20  -0.33
N  -1.39  -2.41  -1.23
N  1.38  -2.69  -0.66
N  2.24  -1.08  0.70
N  -2.72  3.40  0.46
N  -2.16  2.18  0.69
C  -2.52  -3.42  -3.06
C  -2.56  2.37  -1.50
C  -1.56  -3.26  0.96
C  -2.06  -4.17  1.85
C  4.01  2.10  0.81
C  -0.56  2.78  2.43
C  -1.66  -2.43  -2.53
C  1.61  -3.88  -1.30
C  -1.05  -1.38  -3.40
C  -1.45  1.86  1.88
C  4.59  0.95  -1.26
C  -3.07  -4.37  -2.25
C  -3.26  4.22  1.54
C  6.12  2.54  -0.29
C  -2.92  -5.20  1.41
C  5.79  1.61  -1.30
C  -1.61  0.60  2.44
C  -3.71  4.69  -1.40
C  3.70  1.19  -0.21
C  -2.78  -4.37  -0.87
C  0.03  1.15  4.10
C  -3.27  -5.30  0.09
C  2.87  -4.35  -1.13
C  5.21  2.77  0.76
C  -2.03  1.54  -0.51
C  -3.00  3.51  -0.85
C  2.44  -2.26  -0.02
C  0.16  2.42  3.56
C  -1.93  -3.36  -0.40
C  -0.84  0.23  3.54
H  -0.43  3.75  1.97
H  -3.73  -5.13  -2.65
H  -3.23  5.62  -1.09
H  4.34  0.25  -2.05
H  -0.89  -1.76  -4.40
H  3.30  -5.26  -1.52
H  -0.09  -1.04  -3.01
H  -3.18  3.67  2.47
H  -4.75  4.71  -1.05
H  7.55  3.86  0.39
H  7.96  3.04  -1.06
H  -0.95  -0.76  3.95
H  -2.72  -3.41  -4.12
H  3.32  2.27  1.61
H  -3.30  -5.91  2.13
H  0.61  0.88  4.97
H  6.48  1.44  -2.11
H  0.84  3.13  4.01
H  -4.31  4.43  1.34
H  -2.62  2.15  -2.55
H  -2.34  -0.09  2.02
H  -2.70  5.15  1.62
H  5.45  3.48  1.54
H  -3.72  4.65  -2.49
H  0.83  -4.36  -1.87
H  -1.72  -0.52  -3.46

---

# C30H26BrF4N7O9PTi

A structure of composition C30H26BrF4N7O9PTi (wB97M-V/def2-TZVPD, the OMol25 dataset).

Spin multiplicity: 2
Total energy in eV: -173688.26988
Net charge: +2
Expectation value of S²: 0.7746
Orbital gap (spin up / spin down) in eV: 6.493 / 7.346
LUMO level (spin up / spin down) in eV: -6.90 / -6.86

Element x y z (Å)
Br  0.69  -3.25  1.25
Ti  0.02  -0.18  -0.33
P  2.37  -1.13  -0.58
F  3.68  -5.09  -3.59
F  3.89  -2.52  -2.82
F  2.13  -6.80  -2.18
F  0.78  -5.96  -0.02
O  -6.30  -4.67  -0.06
O  -0.50  1.25  -1.43
O  -1.04  -0.18  1.21
O  -0.74  -3.79  -2.28
O  -6.47  -3.18  1.49
O  -2.61  -4.31  -3.22
O  -2.37  2.34  -0.75
O  -1.03  -1.49  -0.98
O  -3.07  0.27  1.95
N  -3.54  4.83  3.82
N  -5.90  -3.72  0.58
N  -2.37  -0.44  1.22
N  -3.14  3.78  1.79
N  -1.95  -3.79  -2.36
N  0.86  1.79  0.58
N  -4.03  2.60  3.57
C  1.55  -0.41  -3.07
C  3.69  -0.79  0.58
C  -2.86  -1.56  0.53
C  4.38  -0.23  2.82
C  -1.20  2.07  -0.63
C  -3.58  3.74  3.05
C  -4.09  -2.09  0.89
C  2.47  -0.11  -2.06
C  2.16  1.62  -4.20
C  3.01  -4.66  -2.54
C  3.22  1.06  -2.11
C  -2.50  4.93  1.17
C  -4.59  -3.16  0.18
C  2.22  -5.54  -1.81
C  5.02  -0.89  0.18
C  2.38  -2.87  -1.04
C  3.37  -0.46  1.90
C  1.61  -3.78  -0.31
C  -2.14  -2.09  -0.57
C  3.09  -3.34  -2.14
C  3.07  1.92  -3.18
C  -2.69  -3.18  -1.24
C  1.53  -5.10  -0.69
C  -0.21  4.15  0.36
C  -0.36  2.62  0.52
C  6.03  -0.65  1.11
C  1.41  0.46  -4.14
C  -0.98  4.99  1.38
C  5.71  -0.32  2.42
C  -3.91  -3.72  -0.89
H  1.55  2.12  -0.10
H  2.33  -0.43  2.21
H  -0.74  4.68  2.40
H  -0.57  4.44  -0.63
H  -3.30  2.96  1.21
H  -3.93  1.74  3.05
H  4.14  0.01  3.84
H  -2.98  5.85  1.51
H  0.96  -1.32  -3.04
H  7.07  -0.73  0.81
H  -4.33  -4.56  -1.43
H  0.85  4.41  0.39
H  3.94  1.28  -1.32
H  3.67  2.82  -3.24
H  -3.34  5.73  3.43
H  2.06  2.30  -5.03
H  -4.65  -1.68  1.72
H  -0.67  6.03  1.27
H  -2.72  4.86  0.10
H  -0.94  2.39  1.41
H  1.29  1.84  1.50
H  5.28  -1.16  -0.84
H  -4.48  2.58  4.46
H  0.71  0.23  -4.94
H  6.50  -0.14  3.13
H  -3.86  4.80  4.77

---

# C30H26BrF6N5O12P2PbS2

A structure of composition C30H26BrF6N5O12P2PbS2 (wB97M-V/def2-TZVPD, the OMol25 dataset).

Total energy in eV: -195398.31004
Net charge: 0
Orbital gap (spin up / spin down) in eV: 6.751 / 5.501
LUMO level (spin up / spin down) in eV: -2.17 / -2.56

Element x y z (Å)
Pb  -0.64  0.48  -1.19
Br  -2.78  -0.07  1.07
S  0.55  4.44  0.63
S  -2.00  4.09  -0.42
P  2.29  0.11  -3.59
P  0.12  1.90  -4.40
F  0.55  5.69  2.93
F  2.04  4.12  2.74
F  -2.34  4.59  -2.99
F  -1.58  6.23  -1.81
F  -0.05  3.61  3.06
F  -0.25  4.62  -2.36
O  -3.33  4.55  -0.23
O  2.01  -0.79  -4.86
O  0.30  -2.06  -0.71
O  -0.03  3.30  -5.20
O  -0.31  0.74  -5.23
O  -0.42  2.09  -3.00
O  3.71  0.13  -3.16
O  -0.74  -2.79  6.46
O  0.91  3.10  0.22
O  1.24  -0.09  -2.51
O  1.36  5.52  0.16
O  -1.81  2.65  -0.53
N  0.61  -0.11  1.15
N  -1.00  4.75  0.61
N  4.14  -2.85  3.88
N  4.27  -2.88  2.63
N  2.32  2.69  -2.97
C  -3.88  -1.19  0.01
C  -4.50  -2.18  -2.11
C  2.78  -2.50  5.81
C  -3.61  -1.34  -1.38
C  1.73  -3.39  3.83
C  1.94  1.85  -4.19
C  3.51  -2.34  1.69
C  1.60  0.55  3.20
C  -5.77  -2.65  -0.11
C  -4.92  -1.81  0.63
C  -2.41  -0.88  -3.46
C  -4.32  -2.35  -3.51
C  0.51  -3.37  4.46
C  1.56  -2.47  6.44
C  0.78  4.48  2.46
C  -5.56  -2.83  -1.44
C  2.53  -2.80  -0.48
C  0.41  -2.88  5.77
C  -3.31  -1.72  -4.17
C  0.61  0.65  2.23
C  2.74  2.23  -5.42
C  3.56  -2.93  0.38
C  2.88  -2.91  4.48
C  1.37  -2.00  -0.13
C  -2.56  -0.74  -2.13
C  2.60  -0.38  3.03
C  -1.95  -3.12  5.78
C  1.53  -1.06  1.02
C  -1.51  4.92  -2.01
C  2.56  -1.24  1.93
H  -1.97  -4.18  5.51
H  2.57  3.64  -3.22
H  -0.37  -3.73  3.93
H  1.08  -0.65  -5.14
H  -6.21  -3.47  -2.03
H  1.80  -3.79  2.82
H  -5.09  -1.64  1.68
H  2.52  -3.31  -1.44
H  1.59  1.21  4.06
H  1.47  -2.12  7.46
H  3.80  1.99  -5.28
H  1.51  2.72  -2.34
H  2.37  1.67  -6.27
H  4.40  -3.57  0.14
H  -0.93  3.41  -5.57
H  -6.60  -3.15  0.39
H  -1.62  -0.37  -4.01
H  3.11  2.22  -2.51
H  -2.08  -2.51  4.88
H  -2.75  -2.91  6.48
H  3.41  -0.44  3.75
H  -5.01  -2.99  -4.03
H  -0.18  1.39  2.30
H  2.63  3.29  -5.65
H  3.68  -2.17  6.32
H  -3.18  -1.84  -5.24

---

Let's list energy above the lowest of the compared OMol25 structures with the same formula, charge and spin in order: 25.3; 52.1; 1.3; 16.3; 16.1; 36.8 kcal per mole.